[1]
{"formula": "C4H4ClNO2", "method": "wB97M-V/def2-TZVPD", "e_homo_ev": -9.61, "homo_lumo_gap_ev": 9.75, "lumo_energy_ha": 0.0054, "smiles": "C=C=C(Cl)CON=O", "relative_energy_kcal_mol": 116.7, "species": ["C", "C", "C", "Cl", "C", "O", "N", "O", "H", "H", "H", "H"], "xyz": [[1.665, 1.349, -0.338], [0.584, 0.728, -0.707], [-0.531, 0.077, -1.023], [-1.129, 0.091, -2.746], [-1.357, -0.761, -0.014], [-0.841, -0.294, 1.188], [0.242, -1.204, 1.515], [0.828, -0.968, 2.462], [1.579, 2.442, -0.102], [2.509, 0.756, -0.243], [-2.432, -0.379, 0.103], [-1.118, -1.837, -0.095]], "nbo_charge": [-0.430, 0.059, -0.099, -0.045, -0.126, -0.410, 0.365, -0.229, 0.238, 0.227, 0.229, 0.221]}

[2]
{"formula": "C28H44As3IN4O4SeTl", "method": "wB97M-V/def2-TZVPD", "e_homo_ev": -10.91, "homo_lumo_gap_ev": 7.78, "lumo_energy_ha": -0.1153, "charge": 1, "relative_energy_kcal_mol": 0.0, "species": ["Tl", "O", "C", "O", "C", "C", "N", "N", "C", "C", "O", "O", "H", "H", "H", "C", "As", "C", "C", "C", "C", "C", "As", "C", "C", "C", "As", "C", "C", "H", "H", "H", "H", "H", "H", "H", "H", "H", "H", "H", "H", "H", "H", "H", "H", "H", "H", "H", "H", "H", "H", "H", "H", "H", "H", "H", "I", "C", "C", "N", "N", "C", "H", "H", "H", "C", "C", "C", "C", "C", "C", "Se", "C", "C", "C", "H", "H", "H", "H", "H", "H", "H", "H", "H", "H", "H"], "xyz": [[-1.536, 2.000, 0.646], [-7.137, 0.836, 3.392], [-6.706, -0.259, 2.805], [-7.240, -1.333, 2.935], [-5.486, -0.163, 1.937], [-5.058, -1.251, 1.221], [-3.952, -0.877, 0.558], [-3.623, 0.403, 0.789], [-4.543, 0.852, 1.634], [-4.473, 2.298, 2.068], [-5.374, 2.732, 2.783], [-3.481, 2.980, 1.635], [-6.564, 1.620, 3.160], [-5.485, -2.241, 1.155], [-3.419, -1.411, -0.104], [1.729, 3.100, -3.737], [0.852, 2.425, -2.117], [0.532, 4.219, -1.397], [2.447, 2.123, -0.981], [3.334, 0.878, -1.152], [3.597, 0.573, -2.633], [2.789, -0.386, -0.459], [1.311, -1.463, -1.141], [2.011, -3.247, -1.134], [0.634, -1.182, -2.915], [4.714, 1.154, -0.503], [5.076, 1.783, 1.358], [3.535, 1.241, 2.454], [4.577, 3.674, 1.200], [2.616, 3.677, -3.468], [1.021, 3.758, -4.240], [2.007, 2.303, -4.423], [1.455, 4.798, -1.456], [0.205, 4.191, -0.360], [-0.237, 4.712, -1.992], [2.076, 2.174, 0.045], [3.066, 3.009, -1.129], [2.669, 0.394, -3.179], [4.242, -0.305, -2.741], [4.099, 1.413, -3.114], [2.486, -0.184, 0.563], [3.582, -1.136, -0.428], [2.820, -3.280, -1.862], [1.233, -3.957, -1.401], [2.389, -3.476, -0.142], [1.429, -1.365, -3.636], [0.253, -0.170, -3.004], [-0.169, -1.904, -3.049], [5.204, 1.934, -1.095], [5.342, 0.266, -0.620], [3.532, 0.164, 2.625], [2.571, 1.569, 2.061], [3.685, 1.725, 3.420], [5.076, 4.120, 0.339], [4.932, 4.186, 2.094], [3.501, 3.823, 1.115], [-3.364, 5.795, -4.658], [-3.300, 4.783, -2.866], [-3.849, 5.164, -1.661], [-3.538, 4.202, -0.779], [-2.828, 3.203, -1.337], [-2.675, 3.556, -2.609], [-4.427, 6.033, -1.389], [-3.808, 4.093, 0.198], [-2.138, 2.919, -3.296], [0.036, -7.090, 2.818], [-0.071, -5.721, 2.199], [0.502, -4.608, 2.806], [0.411, -3.336, 2.255], [1.054, -2.172, 2.973], [-0.292, -3.203, 1.049], [-0.494, -1.426, 0.340], [-0.886, -4.294, 0.404], [-1.681, -4.206, -0.876], [-0.754, -5.541, 1.002], [0.601, -7.064, 3.749], [0.528, -7.786, 2.137], [-0.957, -7.491, 3.033], [1.036, -4.730, 3.742], [1.581, -2.519, 3.860], [0.311, -1.438, 3.289], [1.770, -1.648, 2.337], [-1.557, -3.255, -1.387], [-2.747, -4.332, -0.667], [-1.399, -5.006, -1.562], [-1.210, -6.401, 0.517]], "lowdin_charge": [0.807, 0.141, -0.501, 0.104, -0.036, 0.007, 0.003, -0.002, -0.136, -0.566, 0.070, -0.242, 0.074, 0.145, 0.115, -0.311, 1.070, -0.326, -0.362, -0.639, -0.071, -0.274, 1.031, -0.209, -0.247, -0.380, 1.147, -0.352, -0.344, 0.035, 0.028, 0.015, 0.038, -0.016, 0.020, 0.046, 0.070, 0.035, 0.098, 0.095, 0.039, 0.090, 0.058, 0.044, 0.055, 0.050, -0.019, 0.040, 0.072, 0.061, 0.004, 0.009, 0.026, 0.023, 0.020, 0.010, 0.876, -0.783, -0.123, 0.001, -0.056, -0.242, 0.129, 0.115, 0.095, -0.031, -0.237, 0.005, -0.291, -0.063, -0.488, 0.757, -0.304, -0.064, -0.003, 0.081, 0.090, 0.092, 0.124, 0.088, 0.086, 0.047, 0.020, 0.095, 0.091, 0.134]}